Record 1
This record from the OMol25 dataset describes a 2-piece molecular cluster, C13H29BBrCl2O3S overall. The level of theory is wB97M-V/def2-TZVPD.

CARTESIAN COORDINATES (ANGSTROEM)
Br (0.125, -3.344, -2.943)
Cl (2.039, 4.693, -2.859)
Cl (0.011, 3.120, -4.241)
S (-2.576, -0.595, 1.459)
O (-5.004, -2.151, 1.549)
O (1.552, -1.092, 2.891)
O (-5.364, 0.297, 0.780)
C (0.725, -0.117, 3.618)
C (-0.308, 1.076, 0.523)
C (-1.650, -2.193, -0.864)
C (2.607, -0.445, 2.091)
C (1.909, 1.804, -0.866)
C (2.791, -1.390, 0.725)
C (-1.855, -2.186, 0.762)
C (0.251, 1.786, -0.884)
C (2.390, 0.304, -1.333)
C (-1.953, 0.927, 0.516)
C (3.535, -0.382, -0.380)
C (-0.987, -3.669, -1.285)
C (0.333, 4.587, -3.308)
B (-4.467, -0.791, 1.218)
H (-2.324, 0.983, -0.592)
H (4.196, 0.405, 0.180)
H (2.867, 0.401, -2.417)
H (-0.053, 1.853, 1.374)
H (-0.810, -2.369, 1.307)
H (1.771, -1.806, 0.322)
H (-4.854, -2.764, 0.754)
H (-5.204, 0.569, -0.171)
H (-1.805, -4.478, -1.521)
H (0.070, 5.458, -3.913)
H (0.776, 0.970, 3.187)
H (3.524, -2.254, 1.022)
H (-2.672, -2.123, -1.451)
H (4.177, -1.113, -1.070)
H (2.327, 0.624, 1.687)
H (-0.925, -1.329, -1.178)
H (-2.547, -3.090, 1.051)
H (-2.371, 1.869, 1.084)
H (1.432, -0.400, -1.382)
H (-0.395, -0.479, 3.553)
H (-0.274, 4.572, -2.400)
H (0.197, 0.030, 0.670)
H (-0.153, 2.884, -0.906)
H (1.104, -0.082, 4.726)
H (2.368, 2.178, 0.144)
H (-0.070, 1.182, -1.833)
H (2.228, 2.572, -1.710)
H (-0.293, -4.103, -0.422)
H (3.607, -0.401, 2.737)

Force components x, y, z for each atom (eV/Å):
Br -0.85 -0.41 1.31
Cl -0.06 0.37 -0.11
Cl -0.11 0.00 -0.01
S 0.22 0.15 -0.53
O 2.11 2.69 -2.38
O -0.26 2.63 -0.49
O 3.03 -2.72 -0.13
C -0.14 0.05 0.72
C -0.04 0.61 -0.50
C 0.10 -0.80 0.05
C 0.25 -1.08 -1.10
C -0.73 -0.10 -1.28
C 1.59 1.44 1.01
C 1.16 -1.66 -1.00
C 0.48 -0.07 1.03
C 0.75 0.36 -0.07
C 0.82 1.80 -1.05
C -0.97 -1.82 -0.46
C -0.33 0.20 1.11
C -0.21 0.29 0.05
B -3.88 -0.95 -1.06
H 0.45 -0.53 2.16
H -1.17 -1.54 -1.23
H -1.28 -0.27 2.23
H -0.34 -2.02 -1.57
H -2.28 0.70 -1.10
H 1.95 0.85 0.87
H -0.46 1.17 1.71
H -0.14 -0.19 1.63
H 1.65 1.80 0.32
H 0.16 -0.28 0.09
H 0.07 -2.11 0.66
H -1.62 1.45 -0.74
H 2.04 0.14 1.30
H -1.12 1.93 1.54
H 0.30 -1.96 1.21
H -1.44 -1.71 0.54
H 1.11 2.10 -0.19
H 0.43 -2.19 -0.95
H 2.16 1.33 -0.02
H 2.21 0.65 0.36
H 0.21 -0.06 -0.23
H -0.79 2.06 -0.07
H 0.58 -2.11 -0.09
H -1.00 -0.02 -1.98
H -1.01 -0.84 -1.82
H 0.40 1.27 1.80
H -0.64 -1.73 2.04
H -1.34 1.10 -2.03
H -2.05 -0.01 -1.56

As for the LUMO energy: -3.96 eV. The maximum force is 4.17 eV/A. The calculation puts the HOMO energy at -12.3 eV. The total charge is +1.

Record 2
This record from the OMol25 dataset describes a 6-piece molecular cluster, C13H29Br10NO2P2S overall. The level of theory is wB97M-V/def2-TZVPD.

CARTESIAN COORDINATES (ANGSTROEM)
Br (-3.112, 0.090, 0.067)
Br (-0.161, -0.644, -1.985)
Br (-4.195, 5.915, -0.414)
Br (1.721, 4.445, 2.879)
Br (-4.986, -1.591, -4.554)
Br (-1.805, -3.382, -4.925)
Br (5.789, -5.006, 0.796)
Br (-1.396, 3.290, 1.438)
Br (9.237, -4.299, 1.866)
Br (-6.720, 6.181, 2.252)
S (1.002, 1.029, 4.099)
P (3.841, -0.050, 2.955)
P (1.761, 0.307, 2.281)
O (3.954, -1.361, 3.897)
O (4.634, -0.660, 1.624)
N (2.101, -2.986, 2.519)
C (-4.790, 4.572, 0.864)
C (6.703, -3.298, 0.948)
C (-2.042, -0.677, -2.477)
C (8.145, -3.406, 0.529)
C (-2.807, 0.443, -1.824)
C (0.940, -3.119, 0.348)
C (-0.777, 5.124, 1.667)
C (1.318, -2.480, 1.655)
C (-4.164, -2.321, -6.159)
C (0.656, -1.155, 1.926)
C (-3.471, -3.632, -5.891)
C (0.706, 5.222, 1.418)
C (-6.270, 4.663, 1.126)
H (-6.843, 4.774, 0.211)
H (0.997, 4.682, 0.522)
H (1.297, -4.146, 0.264)
H (0.060, -0.856, 1.058)
H (1.324, -2.495, -0.465)
H (2.440, -3.886, 2.179)
H (-2.069, -0.582, -3.559)
H (6.587, -2.965, 1.975)
H (-4.539, 3.611, 0.421)
H (5.025, 0.110, 1.188)
H (8.576, -2.414, 0.413)
H (-1.331, 5.721, 0.945)
H (-3.478, -1.564, -6.527)
H (8.263, -3.968, -0.392)
H (3.148, -1.909, 3.902)
H (-2.423, -1.653, -2.195)
H (0.358, 2.069, 3.546)
H (-3.206, -4.115, -6.829)
H (-4.975, -2.458, -6.870)
H (-3.793, 0.531, -2.273)
H (1.018, 6.261, 1.339)
H (6.170, -2.616, 0.291)
H (-6.606, 3.781, 1.666)
H (-0.149, -3.087, 0.243)
H (-4.203, 4.716, 1.764)
H (-0.045, -1.269, 2.757)
H (-4.080, -4.302, -5.293)
H (-1.048, 5.422, 2.676)
H (-2.286, 1.393, -1.883)

Force components x, y, z for each atom (eV/Å):
Br 0.04 0.06 0.01
Br -0.07 0.10 -0.10
Br 0.04 -0.01 0.06
Br 0.07 0.10 -0.07
Br 0.03 0.01 -0.01
Br 0.00 -0.03 0.01
Br -0.05 -0.01 0.05
Br -0.04 0.00 0.02
Br -0.01 -0.03 -0.03
Br 0.00 0.01 -0.04
S 0.00 -0.08 0.24
P 0.59 -0.11 0.64
P -0.17 0.09 -0.55
O -0.34 0.36 0.28
O -0.38 0.32 -0.23
N -0.12 0.00 -0.22
C -0.01 0.00 -0.08
C -0.03 -0.01 -0.07
C 0.07 0.06 0.02
C 0.06 0.04 0.08
C -0.05 -0.04 0.05
C -0.05 0.18 0.10
C -0.03 -0.05 -0.10
C -0.06 -0.03 0.10
C -0.05 0.00 0.03
C -0.11 -0.07 -0.07
C 0.06 0.02 0.02
C 0.05 -0.01 0.05
C -0.02 0.03 0.07
H 0.01 -0.03 0.00
H 0.00 0.04 -0.02
H 0.05 0.09 -0.05
H 0.05 -0.02 0.07
H 0.06 -0.26 0.06
H 0.12 0.00 0.21
H -0.02 0.04 0.01
H -0.01 0.01 -0.01
H 0.00 -0.01 0.01
H 0.04 -0.21 -0.07
H -0.02 0.00 0.01
H 0.00 -0.04 -0.02
H 0.00 -0.02 -0.03
H -0.01 0.03 -0.01
H 0.12 -0.35 -0.47
H -0.02 0.00 -0.04
H 0.05 -0.01 0.04
H 0.00 0.02 -0.01
H -0.01 -0.02 0.02
H 0.00 -0.02 0.00
H -0.04 0.01 0.04
H -0.02 -0.01 0.02
H 0.02 0.00 0.00
H 0.07 -0.13 -0.02
H -0.01 -0.03 0.00
H 0.15 0.00 0.04
H -0.02 0.00 -0.03
H 0.02 0.01 0.00
H 0.00 0.00 -0.01

As for the LUMO energy: 0.18 eV. The maximum force is 0.88 eV/A. The calculation puts the HOMO energy at -8.1 eV. The total charge is 0. Its SMILES is [H]/N=C(\C)CP(S)#P(O)O.BrCCBr.BrCCBr.BrCCBr.BrCCBr.BrCCBr.

Record 3
This record from the OMol25 dataset describes C13H29Cl2CoN2OP2Se as an isolated structure. The level of theory is wB97M-V/def2-TZVPD.

CARTESIAN COORDINATES (ANGSTROEM)
Se (0.514, -2.158, 0.994)
Co (0.050, -0.695, -0.621)
Cl (0.746, -1.590, -2.495)
Cl (-0.463, 0.864, -4.690)
P (1.546, 0.766, -0.247)
P (-2.079, -0.957, -0.833)
O (-1.724, 2.704, -3.309)
N (0.176, -0.479, 3.330)
N (1.740, -1.958, 3.640)
C (1.665, -1.191, 4.797)
C (-1.208, 3.353, -5.593)
C (3.123, -0.162, -0.254)
C (-0.836, 0.354, 2.701)
C (0.825, -1.515, 2.729)
C (-2.415, -2.716, -1.217)
C (1.734, 1.821, 1.221)
C (-2.732, -0.087, -2.274)
C (-3.260, -0.550, 0.492)
C (0.678, -0.276, 4.610)
C (2.739, -2.979, 3.394)
C (1.636, 1.924, -1.623)
C (-1.255, 2.455, -4.396)
H (1.422, 1.387, -2.555)
H (-4.231, -1.009, 0.254)
H (-0.168, 3.508, -5.907)
H (2.297, -1.357, 5.644)
H (-1.643, 4.315, -5.312)
H (2.546, -3.427, 2.418)
H (2.695, 2.355, 1.159)
H (0.910, 2.548, 1.260)
H (-1.837, 0.022, 2.999)
H (3.184, -0.800, 0.637)
H (-1.779, -3.022, -2.057)
H (-2.887, -0.936, 1.451)
H (-2.646, 0.993, -2.116)
H (-0.683, 1.394, 3.005)
H (-3.359, 0.545, 0.540)
H (-2.181, -3.333, -0.339)
H (-1.794, 2.927, -6.417)
H (-3.473, -2.826, -1.483)
H (-2.103, -0.346, -3.133)
H (2.634, 2.380, -1.646)
H (-0.739, 0.277, 1.605)
H (3.164, -0.802, -1.143)
H (2.698, -3.737, 4.178)
H (0.862, 2.692, -1.482)
H (1.715, 1.219, 2.137)
H (3.751, -2.557, 3.422)
H (3.955, 0.552, -0.258)
H (-3.776, -0.387, -2.448)
H (0.267, 0.501, 5.229)

Force components x, y, z for each atom (eV/Å):
Se 0.61 -1.54 0.93
Co 0.04 -1.24 -1.21
Cl -0.14 0.22 0.74
Cl -0.05 0.29 -0.02
P 2.66 1.92 0.23
P -3.14 -0.54 -0.82
O 0.93 -0.56 -1.83
N 0.59 -0.35 0.04
N -0.60 0.84 -0.21
C -0.56 -0.15 -0.90
C -0.17 0.29 0.17
C -0.08 -0.01 -0.12
C -0.39 0.14 -0.05
C 0.16 0.97 1.53
C 0.33 0.10 0.20
C -0.33 0.11 0.24
C 0.14 0.03 0.01
C 0.24 0.06 0.17
C -0.14 -0.37 -0.96
C 0.58 -0.58 0.07
C -0.11 0.12 -0.18
C -0.61 0.63 1.41
H 0.18 0.19 0.15
H 0.29 0.21 0.10
H -0.27 -0.22 -0.04
H 0.21 -0.14 0.15
H 0.04 -0.15 -0.03
H 0.12 -0.03 0.23
H -0.34 -0.16 -0.01
H 0.30 -0.12 0.02
H 0.26 0.15 -0.02
H 0.04 0.19 -0.19
H -0.20 0.02 0.20
H -0.35 0.05 -0.29
H -0.15 -0.17 -0.11
H -0.06 -0.24 -0.04
H -0.07 -0.35 0.09
H -0.11 0.02 -0.24
H 0.30 -0.03 0.16
H 0.23 0.02 0.08
H -0.27 0.02 0.11
H -0.27 0.00 -0.11
H -0.05 0.08 0.53
H 0.07 0.16 0.19
H -0.19 0.00 -0.16
H 0.24 -0.12 -0.10
H 0.13 0.16 -0.17
H -0.31 0.10 -0.16
H -0.10 -0.17 -0.01
H 0.29 0.13 0.06
H 0.11 -0.02 0.18

As for the LUMO energy (alpha / beta): -5.52 / -9.27 eV. The maximum force is 3.29 eV/A. The calculation puts the HOMO energy (alpha / beta) at -15.1 / -15.5 eV. The total charge is +2. As for the multiplicity: 5.

Record 4
This record from the OMol25 dataset describes C13H29Cl2N2OP2SeSm as an isolated structure. The level of theory is wB97M-V/def2-TZVPD.

CARTESIAN COORDINATES (ANGSTROEM)
Sm (-0.174, -0.326, -1.380)
Se (-1.408, -0.027, 1.344)
Cl (-2.592, -0.813, -1.769)
Cl (-0.872, 0.287, -4.516)
P (-0.099, 2.662, -0.759)
P (0.196, -3.247, -0.366)
O (1.563, -0.264, -3.696)
N (0.760, 0.430, 3.188)
N (-1.106, 1.037, 4.107)
C (1.688, -0.224, 2.295)
C (-0.581, 0.514, 2.949)
C (-1.714, 3.435, -0.306)
C (0.924, 3.868, 0.186)
C (0.085, 3.391, -2.435)
C (-2.520, 1.192, 4.390)
C (-1.343, -4.168, 0.128)
C (1.077, 0.912, 4.459)
C (-0.086, 1.329, 5.017)
C (1.306, -0.267, -6.177)
C (0.459, -4.106, -1.978)
C (1.326, -4.284, 0.654)
C (0.908, -0.125, -4.741)
H (1.288, -4.051, 1.727)
H (-2.744, 0.651, 5.324)
H (1.011, -5.332, 0.508)
H (1.992, 0.466, 1.498)
H (1.094, 3.244, -2.832)
H (-1.151, -5.256, 0.066)
H (1.340, -1.185, 1.875)
H (-1.999, 3.246, 0.736)
H (-0.605, 2.934, -3.152)
H (-0.111, 4.472, -2.369)
H (-1.631, 4.527, -0.430)
H (-0.238, -3.709, -2.730)
H (-2.522, 3.072, -0.952)
H (1.490, -3.930, -2.313)
H (0.907, 0.535, -6.817)
H (0.285, -5.183, -1.800)
H (-0.293, 1.739, 5.992)
H (2.366, -4.176, 0.324)
H (1.980, 3.853, -0.111)
H (0.543, 4.876, -0.039)
H (-3.134, 0.783, 3.569)
H (0.965, -1.226, -6.601)
H (-2.172, -3.881, -0.532)
H (-1.628, -3.906, 1.156)
H (2.530, -0.469, 2.942)
H (2.393, -0.243, -6.256)
H (0.867, 3.752, 1.278)
H (-2.719, 2.265, 4.536)
H (2.099, 0.925, 4.808)

Force components x, y, z for each atom (eV/Å):
Sm -0.73 -0.01 0.53
Se -0.44 -0.08 0.25
Cl 0.70 0.06 0.17
Cl 1.17 -0.29 0.04
P -0.35 1.36 -0.13
P -0.48 -1.56 -0.08
O -2.00 0.28 -2.45
N -1.14 -0.22 -0.06
N 0.71 -0.45 -1.33
C 0.80 -0.19 0.22
C 1.20 0.48 1.48
C -0.42 -0.26 -0.02
C 0.63 0.04 0.21
C 0.13 0.11 -0.19
C -0.54 0.30 0.36
C -0.29 0.69 0.05
C -0.52 0.11 -0.52
C -0.06 -0.72 -0.66
C 0.50 0.18 -0.07
C 0.15 0.27 0.11
C 0.54 0.27 0.14
C 0.42 -0.16 2.08
H -0.12 0.00 -0.32
H -0.02 0.22 -0.43
H 0.18 0.46 0.07
H 0.07 -0.22 0.11
H -0.03 0.04 0.15
H -0.06 0.64 -0.05
H -0.31 0.63 0.31
H 0.18 -0.16 -0.25
H -0.05 0.15 0.17
H 0.03 -0.33 -0.16
H 0.08 -0.41 -0.10
H 0.12 -0.31 0.12
H 0.12 0.01 0.16
H -0.23 -0.19 -0.04
H -0.14 -0.24 0.48
H 0.11 0.48 -0.37
H -0.03 0.00 -0.10
H -0.16 -0.04 0.07
H -0.21 -0.14 0.09
H 0.04 -0.38 -0.05
H 0.43 0.26 0.38
H -0.13 0.24 0.39
H 0.15 -0.17 0.17
H 0.09 -0.08 -0.27
H 0.34 0.06 -0.43
H -0.02 -0.08 0.18
H -0.05 -0.23 -0.33
H -0.19 -0.44 -0.10
H -0.20 0.03 0.04

As for the LUMO energy (alpha / beta): -8.07 / -6.12 eV. The maximum force is 3.18 eV/A. The calculation puts the HOMO energy (alpha / beta) at -13.7 / -13.7 eV. The total charge is +2. As for the multiplicity: 6.

Record 5
This record from the OMol25 dataset describes C13H29Cl3GeIO3RuSi as an isolated structure. The level of theory is wB97M-V/def2-TZVPD.

CARTESIAN COORDINATES (ANGSTROEM)
I (0.913, -2.650, 2.166)
Ru (-0.352, -0.990, 0.456)
Ge (0.219, 1.697, -0.582)
Cl (-2.334, -1.676, 1.669)
Cl (-3.374, -2.688, -1.190)
Cl (-4.007, 0.424, -0.189)
Si (-2.589, -0.997, -0.380)
O (-0.570, 1.185, 0.969)
O (-1.425, -0.232, -1.365)
O (1.186, 0.061, -0.544)
C (-1.207, -0.527, -2.861)
C (3.125, 0.449, 0.861)
C (3.074, -1.404, -0.841)
C (3.177, 0.971, -1.585)
C (-1.698, 3.289, 1.422)
C (2.654, 0.017, -0.517)
C (-0.940, 2.122, 2.038)
C (-0.549, -1.883, -2.996)
C (-0.303, 0.558, -3.407)
C (-2.566, -0.416, -3.533)
C (0.354, 2.579, 2.693)
C (-1.811, 1.376, 3.029)
C (0.070, -2.940, 0.165)
H (-1.177, -2.686, -2.618)
H (0.878, -3.280, -0.477)
H (-1.068, 3.873, 0.746)
H (-2.026, 2.026, 3.877)
H (0.405, -1.892, -2.468)
H (0.696, 0.506, -2.981)
H (0.983, 3.118, 1.978)
H (2.853, 1.489, 1.059)
H (-3.028, 0.545, -3.308)
H (-2.572, 2.933, 0.876)
H (-0.711, -3.690, 0.266)
H (2.686, -0.178, 1.637)
H (2.746, -2.096, -0.067)
H (0.912, 1.723, 3.076)
H (-0.205, 0.395, -4.482)
H (-2.756, 1.077, 2.577)
H (2.876, 2.005, -1.398)
H (4.161, -1.462, -0.900)
H (4.267, 0.953, -1.582)
H (2.840, 0.679, -2.580)
H (-2.037, 3.965, 2.207)
H (-0.358, -2.073, -4.053)
H (-0.731, 1.552, -3.273)
H (2.663, -1.713, -1.803)
H (-3.238, -1.218, -3.245)
H (0.143, 3.255, 3.522)
H (-1.298, 0.489, 3.399)
H (4.211, 0.371, 0.929)
H (-2.429, -0.477, -4.613)

Force components x, y, z for each atom (eV/Å):
I -0.03 0.03 -0.03
Ru 0.02 -0.03 -0.13
Ge 0.20 0.08 0.09
Cl -0.14 0.03 -0.22
Cl 0.04 0.08 0.08
Cl -0.13 0.12 0.04
Si 0.10 -0.29 0.23
O 0.05 0.05 -0.13
O -0.03 -0.24 -0.01
O -0.09 0.04 0.12
C 0.00 -0.05 0.09
C 0.02 0.01 0.02
C -0.02 -0.01 0.02
C 0.01 0.00 0.00
C 0.00 0.00 0.01
C -0.02 0.00 -0.06
C -0.03 -0.02 0.01
C 0.00 0.02 -0.02
C 0.02 0.00 -0.06
C 0.00 -0.04 0.03
C 0.01 0.01 0.01
C 0.00 0.00 0.01
C -0.04 0.22 -0.06
H 0.02 0.00 -0.01
H -0.01 -0.01 0.00
H 0.00 -0.01 0.00
H -0.01 0.00 0.00
H -0.01 0.01 0.00
H -0.01 0.02 0.00
H 0.00 0.01 0.00
H 0.00 0.00 -0.01
H 0.00 0.00 0.01
H 0.01 0.00 0.00
H 0.03 -0.03 0.03
H 0.00 -0.01 0.00
H 0.01 0.01 -0.01
H 0.00 0.00 0.00
H 0.01 0.00 0.00
H 0.01 0.00 0.00
H 0.00 0.00 0.01
H 0.00 0.01 0.00
H -0.01 0.00 0.00
H 0.00 -0.01 0.00
H 0.00 -0.01 0.00
H -0.01 0.00 0.00
H 0.00 0.00 0.03
H 0.01 -0.01 0.00
H -0.04 0.04 -0.04
H 0.00 0.00 0.00
H 0.01 -0.01 0.01
H 0.00 0.00 0.00
H 0.04 0.00 0.00

As for the LUMO energy: -3.57 eV. The maximum force is 0.38 eV/A. The calculation puts the HOMO energy at -12.0 eV. The total charge is +1.